*P*
Below is HNO2 in the gas phase, with properties calculated with wB97M-V/def2-TZVPD.

Geometry as ORCA input:
```
! RIJCOSX wB97M-V def2-TZVPD def2/J DEFGRID3
* xyz 0 1
H 1.11 0.52 0.26
N -0.43 0.24 -0.14
O 0.77 -0.42 -0.09
O -1.46 -0.34 -0.03
*
```

## Properties
Frontier orbital gap, eV: 10.59
LUMO energy, hartree: 0.006
HOMO energy, eV: -10.433
SMILES: O=NO

=====

*Q*
Below is HNO2 in the gas phase, with properties calculated with wB97M-V/def2-TZVPD.

Geometry as ORCA input:
```
! RIJCOSX wB97M-V def2-TZVPD def2/J DEFGRID3
* xyz 0 1
H 0.42 -0.53 -1.02
N -0.09 0.32 0.79
O -1.19 0.35 0.47
O 0.85 -0.13 -0.24
*
```

## Properties
Frontier orbital gap, eV: 11.06
LUMO energy, hartree: 0.005
HOMO energy, eV: -10.933
SMILES: O=NO

=====

Computed relative energies in units of kcal/mol: *P* 15.6; *Q* 0.0